# 1
This record from the OMol25 dataset describes a cluster of 3 separate species, C8H24BF2O11P2S2 in total at a distorted geometry. The level of theory is ωB97M-V/def2-TZVPD.

Properties
- Net charge: +1
- Highest occupied orbital energy: -0.4700 Ha
- Gap between HOMO and LUMO: 9.068 eV
- E: -2850.494948 Ha

Last column: natural (NBO) charge in e.
Positions of all 50 atoms, in Å:
F: -1.09 1.54 -0.99  -0.497
C: -2.71 2.36 1.03  -1.159
H: 0.73 2.85 1.88  0.343
C: -6.37 -4.60 3.61  -0.641
C: 6.68 2.97 -3.87  -0.082
H: 3.58 1.14 0.39  0.524
H: 1.91 3.41 -4.15  0.239
C: -5.13 -3.73 3.75  -0.078
H: 6.77 3.81 -3.17  0.202
H: -1.60 -5.29 0.91  0.255
F: -0.75 3.90 -0.13  -0.495
H: -3.40 2.85 0.31  0.314
O: 3.86 1.80 -2.79  -0.972
O: 5.35 2.92 -4.41  -0.712
O: -3.99 0.24 0.13  -0.896
H: -7.24 -4.10 4.06  0.221
H: -3.45 -0.14 -0.59  0.513
O: 2.98 1.62 1.00  -0.953
H: -2.16 -0.80 1.57  0.522
H: -1.39 -4.28 2.37  0.246
H: 6.89 0.83 -3.89  0.222
O: -2.52 -0.02 2.05  -0.894
S: 4.11 3.07 -3.42  2.381
H: -6.22 -5.56 4.10  0.223
P: 1.58 0.76 0.97  2.304
H: 8.12 1.68 -2.93  0.229
C: 0.23 1.90 1.54  -1.243
O: 1.69 -0.30 1.98  -1.047
H: 2.88 2.51 -5.34  0.260
C: -1.97 -5.08 1.92  -0.885
H: 7.35 3.18 -4.70  0.207
H: -1.93 -5.98 2.53  0.263
H: -2.74 2.82 2.04  0.320
B: -3.11 0.77 1.07  1.160
O: 1.41 0.13 -0.52  -0.946
H: -6.59 -4.79 2.56  0.226
C: 7.07 1.66 -3.21  -0.639
H: -0.26 1.49 2.45  0.365
O: -3.69 -3.25 1.18  -0.969
H: 3.10 4.28 -5.16  0.264
H: 6.48 1.48 -2.31  0.213
O: -4.42 -5.64 1.25  -0.915
O: 4.27 4.27 -2.65  -0.927
S: -3.65 -4.56 1.78  2.383
O: -3.95 -4.42 3.34  -0.718
P: -1.03 2.41 0.32  2.247
H: -5.24 -2.79 3.20  0.192
H: 1.67 0.81 -1.17  0.515
H: -4.99 -3.47 4.80  0.199
C: 2.88 3.35 -4.65  -0.883

# 2
This record from the OMol25 dataset describes a structure of composition C8H24BrCaF2KN2NaNbO6 at a distorted geometry. The level of theory is ωB97M-V/def2-TZVPD.

Properties
- Highest occupied orbital energy: -0.1422 Ha
- Gap between HOMO and LUMO: 1.365 eV
- E: -5149.977281 Ha

Last column: natural (NBO) charge in e.
Positions of all 47 atoms, in Å:
H: 2.74 2.34 -2.20  0.244
C: 2.97 2.39 -1.14  -0.718
H: 1.91 0.45 2.30  0.186
Br: 0.39 -2.95 1.98  -0.066
C: -0.16 0.60 2.57  -0.828
H: 0.24 -4.63 -0.34  0.472
O: -4.20 -2.29 3.73  -0.380
H: -3.83 -1.20 2.10  -0.076
N: 3.66 3.77 -4.21  -0.341
C: 2.26 2.50 -6.00  -0.757
H: -4.06 -3.88 -0.94  0.525
C: 3.05 3.22 -5.00  0.279
H: -0.13 1.54 2.02  0.234
C: -5.25 -2.88 3.30  0.889
H: 1.21 2.81 -5.94  0.270
H: -2.78 -3.57 0.17  0.577
Nb: -2.21 -0.28 2.19  1.570
O: 0.66 -4.61 -1.22  -0.990
O: -6.04 -2.40 2.44  -0.689
O: 0.72 2.78 -0.42  -0.638
H: -1.66 -1.56 1.03  -0.301
H: 1.00 -0.39 1.08  0.307
H: 0.13 -3.95 -1.71  0.534
C: 1.04 -0.19 2.14  -0.507
O: -3.65 -3.20 -0.40  -0.823
H: 1.56 4.78 0.74  0.405
O: -5.49 -4.03 3.75  -0.504
H: 1.22 -1.47 3.95  0.235
F: -0.08 -0.50 -0.32  -0.890
H: 2.41 -1.65 2.72  0.190
H: -0.10 0.80 3.63  0.215
Na: 3.12 4.39 -7.57  -0.140
H: 2.63 2.71 -7.01  0.202
H: 3.02 1.38 -0.73  0.270
F: -1.71 -3.99 1.08  -0.816
C: 1.88 3.14 -0.42  0.645
H: -1.86 -1.34 3.66  -0.357
H: 3.94 2.87 -1.02  0.218
N: 2.26 4.27 0.24  -0.833
H: -4.30 -2.80 0.22  0.571
K: 0.37 4.47 -2.09  0.801
H: 3.21 4.60 0.27  0.410
H: -3.02 0.98 3.29  -0.376
H: -2.71 0.77 0.76  -0.405
C: 1.36 -1.45 2.89  -0.365
Ca: 1.93 -3.77 0.21  1.272
H: 2.33 1.42 -5.82  0.279

# 3
This record from the OMol25 dataset describes a structure of composition C8H24ClI2N2OP2Ru at a distorted geometry. The level of theory is ωB97M-V/def2-TZVPD.

Properties
- Net charge: +3
- Highest occupied orbital energy (alpha / beta): -0.6852 / -0.6985 Ha
- 2S+1: 5
- Gap between HOMO and LUMO (alpha / beta): 7.142 / 4.917 eV
- E: -2336.015820 Ha

Last column: natural (NBO) charge in e.
Positions of all 41 atoms, in Å:
Ru: -0.09 0.14 -2.38  0.367
N: 0.53 1.16 4.11  -0.781
H: 3.10 0.84 0.13  0.274
C: -3.54 -0.26 -2.06  -0.988
C: -2.37 -1.96 -0.09  -0.953
H: 0.27 3.75 -0.66  0.271
H: -1.23 -1.68 -3.77  0.272
H: 2.01 -0.61 4.84  0.451
C: 0.91 3.40 -1.49  -0.978
H: 1.87 3.94 -1.46  0.290
H: -0.18 1.82 3.83  0.438
H: -2.45 -2.74 -2.97  0.308
H: 3.10 2.08 -2.66  0.310
P: 1.25 1.62 -1.28  1.314
H: -0.73 -2.84 -2.50  0.273
H: 2.01 -2.96 4.42  0.291
I: -1.10 1.11 0.68  0.130
H: 2.65 2.55 0.51  0.291
P: -1.93 -0.94 -1.56  1.308
H: 0.30 -2.83 3.80  0.308
I: 0.70 -1.35 -0.03  -0.006
H: 3.00 0.32 -2.33  0.275
H: -2.55 -1.32 0.78  0.266
H: -1.55 -2.62 0.18  0.258
H: 0.41 3.57 -2.45  0.287
H: 1.64 1.22 1.09  0.247
H: -3.91 0.42 -1.29  0.276
O: -0.76 -0.60 3.27  -0.500
H: -3.43 0.31 -2.99  0.283
C: -1.53 -2.18 -2.83  -1.036
N: 1.20 -1.04 4.38  -0.158
H: -3.26 -2.56 -0.29  0.293
H: 1.63 -2.35 2.77  0.293
H: -4.27 -1.07 -2.19  0.296
Cl: -0.74 1.04 -4.35  -0.204
C: 2.27 1.55 0.26  -0.960
C: 1.30 -2.36 3.82  -0.482
H: 0.90 1.37 5.04  0.430
C: 2.43 1.21 -2.61  -1.029
C: 0.25 -0.18 3.88  0.704
H: 1.90 1.06 -3.56  0.272

# 4
This record from the OMol25 dataset describes a structure of composition C8H24CrO8S at a distorted geometry. The level of theory is ωB97M-V/def2-TZVPD.

Properties
- Highest occupied orbital energy (alpha / beta): -0.2569 / -0.3039 Ha
- 2S+1: 5
- Gap between HOMO and LUMO (alpha / beta): 6.587 / 7.843 eV
- E: -2363.761576 Ha

Last column: natural (NBO) charge in e.
Positions of all 42 atoms, in Å:
H: 1.90 -2.97 1.61  0.159
H: 2.95 1.12 2.39  0.196
C: 2.35 -3.18 -0.42  -0.652
H: 1.08 0.30 2.51  0.488
O: 1.96 2.71 -1.31  -1.016
H: -1.94 0.54 2.52  0.189
H: 2.83 2.26 1.13  0.269
H: 0.12 -2.79 0.63  0.480
H: -1.94 0.35 -2.95  0.239
H: 1.97 -2.71 -1.33  0.233
H: 2.68 2.81 2.87  0.214
H: -0.74 -2.35 -3.30  0.162
O: -1.01 -1.59 -1.41  -0.754
H: -3.46 2.59 0.81  0.215
H: -3.23 2.46 2.60  0.211
O: 1.38 1.23 -3.13  -1.016
H: 2.40 -1.38 0.89  0.213
H: -3.01 -1.14 -3.02  0.197
H: -2.81 0.43 -0.14  0.497
C: -2.61 0.75 1.69  -0.053
H: 3.43 -3.27 -0.36  0.236
C: 2.44 2.05 2.12  -0.665
H: 2.03 -4.22 -0.42  0.203
O: 0.55 -1.93 0.67  -0.705
H: 0.36 2.29 2.87  0.153
S: 1.31 1.50 -1.75  2.639
H: 0.62 2.62 1.10  0.233
C: -0.80 -1.40 -2.77  -0.089
C: 0.90 2.01 1.97  -0.076
O: -0.11 1.51 -1.32  -1.070
C: -2.04 -0.70 -3.24  -0.646
H: -3.56 0.25 1.87  0.156
H: -1.81 2.66 1.62  0.221
O: 1.70 0.33 -0.98  -1.071
H: 0.08 -0.80 -2.97  0.244
C: 1.88 -2.32 0.74  -0.063
H: -1.99 -0.64 -4.33  0.217
O: -2.11 0.28 0.50  -0.720
C: -2.82 2.24 1.62  -0.630
O: 0.54 0.67 1.81  -0.749
H: -1.43 -2.45 -1.26  0.485
Cr: -0.06 -0.11 -0.13  1.229